The following is a quantum chemistry calculation of a 16-piece molecular cluster, C28H90BN33O19PS overall, from the OMol25 dataset.

```
173
Properties=species:S:1:pos:R:3:forces:R:3
C 0.354 -6.610 -0.030 -0.16 0.13 0.31
C -0.852 -6.644 0.932 0.42 -0.02 0.01
C -0.498 -6.125 2.326 0.15 0.06 0.21
C 0.012 -4.678 2.349 0.16 -0.19 -0.41
C -0.919 -3.688 1.648 0.04 0.39 0.26
C -2.143 -3.321 2.507 -0.18 0.04 -0.14
C -2.050 -1.934 3.151 -0.22 -0.02 0.08
C -1.927 -0.766 2.157 0.30 0.13 0.03
C -0.917 0.318 2.595 -0.31 -0.05 0.07
C -0.298 1.108 1.439 -0.58 0.15 0.21
N 1.093 0.706 1.103 0.41 0.01 0.19
C 1.224 -0.617 0.658 -1.05 0.04 -0.32
N 1.757 -1.610 1.318 -0.62 0.28 0.64
P 2.489 -1.468 2.890 1.42 -0.05 0.00
O 3.957 -1.493 2.782 -0.14 -0.03 0.06
N 0.737 -0.725 -0.595 1.71 -0.25 -0.03
O 1.267 -1.817 -1.291 -0.29 0.30 -0.43
B 0.379 -2.282 -2.306 -0.16 -0.15 -0.18
O -0.926 -2.430 -1.971 0.30 -0.17 0.10
O 0.903 -2.575 -3.540 -0.10 0.02 0.50
C 0.929 0.619 -1.251 -0.89 0.33 0.37
C 1.617 1.390 -0.109 0.51 -0.19 -0.68
S 3.424 1.016 -0.149 0.07 0.31 0.15
H 0.370 -7.491 -0.674 -0.02 0.16 -0.11
H 1.293 -6.600 0.533 -0.02 -0.07 -0.11
H 0.334 -5.708 -0.651 0.10 -0.11 -0.04
H -1.681 -6.060 0.530 -0.08 -0.28 0.03
H -1.187 -7.678 1.035 -0.19 0.13 -0.02
H 0.295 -6.768 2.728 -0.11 0.05 0.08
H -1.351 -6.216 3.007 -0.04 -0.06 -0.18
H 1.003 -4.675 1.868 -0.07 0.08 0.00
H 0.179 -4.360 3.386 -0.06 -0.02 -0.04
H -0.363 -2.762 1.454 -0.12 -0.12 0.00
H -1.217 -4.041 0.657 0.05 -0.11 0.17
H -2.263 -4.054 3.311 -0.03 -0.04 -0.11
H -3.062 -3.369 1.918 0.08 0.00 0.04
H -2.961 -1.779 3.737 0.15 -0.06 0.10
H -1.225 -1.922 3.876 0.05 0.04 -0.14
H -1.653 -1.113 1.153 -0.05 -0.14 0.13
H -2.906 -0.290 2.059 0.06 -0.06 -0.20
H -1.441 1.028 3.240 0.14 -0.05 0.04
H -0.142 -0.123 3.229 0.04 0.06 -0.09
H -0.960 1.008 0.567 0.14 0.00 0.00
H -0.277 2.171 1.679 0.35 -0.08 -0.05
H 1.784 -2.517 0.857 0.04 0.06 -0.11
H 1.983 -2.586 3.563 -0.48 0.13 -0.14
H 1.996 -0.287 3.450 -0.45 -0.12 -0.19
H -1.399 -2.935 -2.643 -0.18 0.20 -0.06
H 0.846 -1.851 -4.171 0.13 -0.12 -0.19
H 1.522 0.581 -2.160 -0.03 -0.37 0.07
H -0.078 0.974 -1.480 0.23 0.30 -0.08
H 1.528 2.481 -0.131 -0.55 -0.13 0.18
H 3.457 0.242 -1.244 -0.18 0.00 0.00
C -4.386 -7.410 -0.027 -0.13 -0.13 -0.09
O -4.065 -6.654 0.900 -0.01 0.17 -0.02
N -5.449 -8.248 0.062 -0.11 0.19 0.08
N -3.717 -7.457 -1.204 0.17 -0.07 0.14
H -5.698 -8.885 -0.674 0.16 -0.12 0.04
H -5.992 -8.247 0.914 -0.02 0.04 -0.05
H -2.921 -6.861 -1.323 -0.01 -0.02 0.03
H -4.023 -8.059 -1.956 -0.06 0.24 -0.20
C 1.446 5.060 -1.816 0.39 0.33 -0.09
O 0.852 4.498 -0.883 -0.28 -0.50 0.30
N 2.771 4.885 -2.035 -0.14 -0.34 -0.05
N 0.842 5.902 -2.680 -0.34 -0.11 0.03
H 3.214 5.351 -2.820 0.24 0.14 0.05
H 3.296 4.328 -1.389 -0.03 0.04 0.04
H -0.141 6.100 -2.582 -0.01 0.03 -0.03
H 1.365 6.356 -3.411 0.14 0.05 0.06
C -5.153 -10.920 2.729 0.16 0.18 -0.09
O -6.037 -10.712 1.916 -0.10 -0.03 0.06
N -4.313 -9.918 3.147 -0.17 0.05 0.07
N -4.932 -12.147 3.282 -0.04 -0.04 0.04
H -3.587 -10.047 3.827 0.03 -0.03 -0.04
H -4.424 -9.016 2.713 0.11 -0.01 -0.05
H -5.535 -12.895 2.992 0.00 0.01 0.00
H -4.207 -12.333 3.947 0.02 0.01 -0.02
C 4.337 6.949 -4.931 0.06 0.26 -0.09
O 3.526 6.607 -4.063 -0.10 -0.45 0.03
N 4.293 8.206 -5.414 0.00 -0.16 -0.03
N 5.283 6.099 -5.411 -0.31 0.20 0.06
H 4.917 8.558 -6.113 0.01 -0.04 0.00
H 3.560 8.795 -5.028 0.10 0.25 -0.11
H 5.328 5.165 -5.049 0.17 -0.07 -0.01
H 5.950 6.366 -6.109 0.01 0.03 0.02
C 1.875 10.736 -3.610 -0.28 -0.27 0.35
O 2.364 10.013 -4.474 0.12 0.18 -0.27
N 0.844 10.308 -2.842 -0.04 0.19 0.07
N 2.336 11.992 -3.361 0.05 0.04 -0.08
H 0.403 10.857 -2.120 -0.07 -0.05 0.03
H 0.511 9.377 -3.011 -0.05 -0.02 0.03
H 3.102 12.323 -3.916 -0.01 0.00 0.00
H 1.947 12.588 -2.655 -0.03 -0.04 0.01
C -6.263 -7.983 -3.849 -0.10 0.12 0.09
O -5.143 -8.362 -3.526 0.05 -0.19 -0.04
N -7.081 -7.324 -2.983 0.03 -0.03 0.04
N -6.759 -8.195 -5.098 0.03 0.00 -0.04
H -7.998 -7.003 -3.227 0.00 0.00 -0.01
H -6.733 -7.139 -2.057 -0.02 0.03 0.00
H -6.174 -8.682 -5.750 0.00 -0.02 0.01
H -7.671 -7.895 -5.388 0.00 0.00 0.02
C -2.425 10.555 -0.859 -0.09 -0.91 -0.13
O -1.462 11.227 -0.515 0.30 0.27 -0.10
N -3.584 11.122 -1.303 -0.15 0.28 -0.02
N -2.410 9.191 -0.825 0.11 1.30 -0.32
H -4.386 10.592 -1.588 0.04 -0.03 0.00
H -3.623 12.123 -1.335 -0.01 -0.01 0.00
H -1.575 8.743 -0.491 -0.28 -0.06 0.03
H -3.185 8.620 -1.103 0.11 -0.06 0.04
C -6.895 -6.708 3.461 0.03 -0.05 0.16
O -6.874 -6.937 2.257 -0.08 -0.30 0.14
N -7.179 -5.471 3.953 -0.03 0.10 -0.06
N -6.632 -7.676 4.380 0.05 -0.07 -0.13
H -7.206 -5.261 4.932 -0.01 -0.03 0.01
H -7.364 -4.741 3.288 0.07 -0.01 0.01
H -6.431 -8.595 4.025 -0.03 -0.01 0.05
H -6.637 -7.521 5.370 -0.04 0.03 0.00
C -1.963 6.307 -4.947 0.01 0.02 -0.20
O -1.801 6.895 -3.890 0.07 0.00 0.14
N -2.883 5.306 -5.089 0.01 -0.06 0.06
N -1.242 6.606 -6.068 0.02 0.00 0.08
H -3.041 4.815 -5.948 -0.01 0.03 -0.02
H -3.432 5.075 -4.282 -0.01 0.02 -0.02
H -0.562 7.341 -5.994 0.01 0.02 0.00
H -1.362 6.139 -6.946 -0.02 0.00 0.01
C 3.992 0.944 6.052 -0.03 -0.03 -0.01
O 3.625 1.812 5.278 -0.07 0.00 -0.01
N 4.122 1.176 7.396 0.11 0.10 0.06
N 4.291 -0.318 5.629 -0.30 0.08 0.01
H 4.419 0.483 8.057 -0.04 -0.03 -0.01
H 3.889 2.096 7.723 -0.14 -0.05 0.03
H 4.230 -0.469 4.637 0.41 -0.17 -0.05
H 4.569 -1.067 6.234 0.10 0.04 0.00
C 7.465 -0.784 -1.684 0.02 0.03 -0.05
O 8.352 -1.595 -1.513 -0.01 0.00 0.00
N 7.414 0.031 -2.785 -0.05 -0.04 0.00
N 6.439 -0.617 -0.790 -0.07 -0.12 -0.02
H 6.696 0.713 -2.943 0.05 0.04 0.02
H 8.150 -0.068 -3.458 0.00 0.01 0.01
H 6.441 -1.187 0.036 0.03 0.03 0.01
H 5.700 0.044 -0.926 0.14 0.10 0.02
C -6.150 -3.600 0.169 -0.03 -0.03 -0.08
O -6.700 -2.579 -0.217 0.03 0.02 0.03
N -6.821 -4.652 0.715 0.12 0.13 -0.01
N -4.794 -3.776 0.084 0.20 0.08 0.01
H -6.377 -5.501 1.046 -0.13 0.09 0.00
H -7.819 -4.571 0.785 0.00 -0.04 -0.10
H -4.268 -3.025 -0.319 -0.06 0.02 -0.03
H -4.327 -4.618 0.387 -0.10 -0.22 0.01
C -1.801 6.322 1.304 0.11 -0.40 0.48
O -1.811 7.044 0.323 0.11 -0.64 0.16
N -2.458 6.659 2.460 0.00 0.02 -0.21
N -1.139 5.126 1.337 -0.15 0.04 -0.28
H -2.463 6.087 3.282 0.03 0.00 0.00
H -2.951 7.531 2.468 0.02 0.04 0.01
H -0.629 4.846 0.507 0.20 0.14 -0.01
H -1.130 4.539 2.148 0.01 0.10 0.07
C 8.180 3.026 7.448 0.01 -0.01 -0.02
O 9.365 2.880 7.677 0.00 0.00 0.00
N 7.675 4.160 6.873 -0.01 0.05 0.01
N 7.250 2.064 7.746 -0.01 0.01 0.05
H 6.703 4.293 6.668 0.00 -0.03 -0.03
H 8.328 4.884 6.641 0.00 -0.01 0.00
H 7.595 1.219 8.163 0.04 0.02 0.00
H 6.268 2.160 7.571 0.05 -0.04 -0.09
C 7.886 3.367 -5.734 0.10 0.06 0.03
O 6.834 3.710 -5.210 -0.01 -0.17 0.00
N 7.931 2.804 -6.974 -0.04 -0.04 -0.02
N 9.088 3.529 -5.112 -0.03 -0.03 0.03
H 8.782 2.522 -7.423 0.01 0.02 0.01
H 7.060 2.677 -7.454 0.01 0.00 0.00
H 9.083 3.956 -4.204 0.00 0.00 -0.01
H 9.964 3.264 -5.523 -0.01 0.01 -0.01
```
Positions in Å, forces in eV/Å.

## Properties
charge	+1
E_tot	-139386.671	eV
gap between HOMO and LUMO	7.29	eV
highest occupied orbital energy	-10.310	eV